Entry from OMol25: a single C5H10O molecule (ωB97M-V with the def2-TZVPD basis set).

HOMO = -9.10 eV
LUMO energy = 1.23 eV
ΔE to the lowest compared entry with this formula, charge and spin = 1.734 eV
Calculated total energy = -271.6889 a.u.
SMILES string = CCOC1CC1
Total charge = 0

Bonds (Å) are listed after each position.
Atoms and positions in Å:
1 C 2.497 0.238 -0.416  C2 1.514, H7 1.097, H8 1.093, H9 1.093
2 C 1.411 -0.239 0.526  C1 1.514, O3 1.421, H10 1.097, H11 1.098
3 O 0.241 0.558 0.404  C2 1.421, C4 1.399
4 C -0.921 -0.204 0.238  O3 1.399, C5 1.491, C6 1.490, H12 1.087
5 C -2.296 0.242 0.604  C4 1.491, C6 1.522, H13 1.089, H14 1.084
6 C -1.899 0.061 -0.854  C4 1.490, C5 1.522, H15 1.086, H16 1.088
7 H 3.423 -0.326 -0.250  C1 1.097
8 H 2.707 1.299 -0.260  C1 1.093
9 H 2.191 0.087 -1.455  C1 1.093
10 H 1.166 -1.284 0.297  C2 1.097
11 H 1.760 -0.215 1.567  C2 1.098
12 H -0.741 -1.253 0.460  C4 1.087
13 H -2.930 -0.478 1.119  C5 1.089
14 H -2.498 1.278 0.854  C5 1.084
15 H -2.271 -0.770 -1.446  C6 1.086
16 H -1.840 1.007 -1.389  C6 1.088